# 1
Computed, not measured: an isolated molecule of C18H19N5O3 at a distorted geometry, with the ωB97M-V functional and the def2-TZVPD basis.

Last columns: bonded neighbours and bond lengths (Å).
Cartesian coordinates (Å):
1 C -4.976 0.107 0.014  C2 1.520, H43 1.087, H44 1.087, H45 1.086
2 C -4.383 0.362 -1.363  C1 1.520, O3 1.414, H41 1.098, H42 1.098
3 O -2.978 0.243 -1.251  C2 1.414, C4 1.375
4 C -2.206 0.437 -2.372  O3 1.375, C5 1.381, C9 1.408
5 C -2.673 0.745 -3.635  C4 1.381, C6 1.390, H40 1.078
6 C -1.767 0.909 -4.677  C5 1.390, C7 1.374, H39 1.079
7 C -0.418 0.769 -4.456  C6 1.374, C8 1.402, H38 1.079
8 C 0.084 0.461 -3.184  C7 1.402, C9 1.398, C12 1.443
9 C -0.825 0.293 -2.135  C4 1.408, C8 1.398, O10 1.350
10 O -0.413 -0.014 -0.887  C9 1.350, H11 0.970
11 H -1.210 -0.103 -0.342  O10 0.970
12 C 1.511 0.326 -3.020  C8 1.443, N13 1.274, H37 1.100
13 N 2.098 0.107 -1.910  C12 1.274, N14 1.337
14 N 3.430 0.002 -1.929  N13 1.337, C15 1.368, H36 1.027
15 C 4.259 -0.206 -0.861  N14 1.368, O16 1.223, C17 1.456
16 O 5.463 -0.283 -1.055  C15 1.223
17 C 3.689 -0.323 0.474  C15 1.456, C18 1.386, N21 1.358
18 C 2.419 -0.278 1.027  C17 1.386, C19 1.413, H35 1.068
19 C 2.621 -0.457 2.414  C18 1.413, N20 1.340, C23 1.442
20 N 3.929 -0.599 2.667  C19 1.340, N21 1.313
21 N 4.545 -0.517 1.510  C17 1.358, N20 1.313, H22 1.009
22 H 5.548 -0.593 1.432  N21 1.009
23 C 1.712 -0.499 3.532  C19 1.442, C24 1.384, N27 1.369
24 C 2.074 -0.600 4.864  C23 1.384, C25 1.400, H34 1.071
25 C 0.897 -0.608 5.622  C24 1.400, C26 1.371, H33 1.072
26 C -0.146 -0.513 4.738  C25 1.371, N27 1.357, H32 1.073
27 N 0.346 -0.447 3.475  C23 1.369, C26 1.357, C28 1.434
28 C -0.465 -0.347 2.297  N27 1.434, H29 1.090, H30 1.092, H31 1.092
29 H -1.514 -0.394 2.587  C28 1.090
30 H -0.247 -1.171 1.614  C28 1.092
31 H -0.279 0.599 1.783  C28 1.092
32 H -1.203 -0.489 4.919  C26 1.073
33 H 0.821 -0.675 6.690  C25 1.072
34 H 3.081 -0.658 5.221  C24 1.071
35 H 1.517 -0.135 0.473  C18 1.068
36 H 3.923 0.087 -2.826  N14 1.027
37 H 2.095 0.427 -3.946  C12 1.100
38 H 0.277 0.899 -5.272  C7 1.079
39 H -2.135 1.148 -5.662  C6 1.079
40 H -3.729 0.857 -3.824  C5 1.078
41 H -4.646 1.370 -1.710  C2 1.098
42 H -4.764 -0.371 -2.085  C2 1.098
43 H -4.711 -0.891 0.355  C1 1.087
44 H -4.594 0.833 0.726  C1 1.087
45 H -6.057 0.190 -0.032  C1 1.086

Calculated values
F_max = 1.364 eV/A
SMILES string = CCOc1cccc(/C=N/NC(=O)c2cc(-c3cccn3C)n[nH]2)c1O
Net charge = 0
HOMO-LUMO gap = 7.568 eV
Energy relative to the best compared isomer or geometry (same formula, charge and spin) = 61.30 kcal per mole
Electronic energy = -32566.252 eV

natural (NBO) atomic charge list, values in e, 6 entries: number 1, C, carries -0.62; number 2, C, carries -0.06; number 3, O, carries -0.53; number 4, C, carries 0.22; number 5, C, carries -0.27; number 6, C, carries -0.23


# 2
Computed, not measured: a cluster of 5 separate species, C15H27FO15 in total at a distorted geometry, with the ωB97M-V functional and the def2-TZVPD basis.

Last columns: bonded neighbours and bond lengths (Å).
Cartesian coordinates (Å):
1 C -0.798 2.939 -1.442  O2 1.422, H7 1.085, H8 1.089, H9 1.089
2 O -1.172 3.797 -0.372  C1 1.422, C3 1.336
3 C -0.301 3.889 0.638  O2 1.336, O4 1.199, O5 1.338
4 O 0.874 3.673 0.548  C3 1.199
5 O -0.948 4.335 1.721  C3 1.338, C6 1.414
6 C -0.230 4.297 2.938  O5 1.414, H10 1.087, H11 1.094, H12 1.087
7 H -1.530 3.051 -2.235  C1 1.085
8 H -0.820 1.904 -1.108  C1 1.089
9 H 0.196 3.191 -1.811  C1 1.089
10 H -0.871 3.918 3.730  C6 1.087
11 H 0.075 5.307 3.227  C6 1.094
12 H 0.679 3.702 2.909  C6 1.087
13 C -3.542 2.327 1.013  O14 1.419, H19 1.091, H20 1.082, H21 1.088
14 O -3.982 1.965 -0.287  C13 1.419, C15 1.323
15 C -4.303 0.691 -0.443  O14 1.323, O16 1.201, O17 1.332
16 O -4.198 -0.181 0.377  C15 1.201
17 O -4.756 0.517 -1.683  C15 1.332, C18 1.417
18 C -4.946 -0.832 -2.074  O17 1.417, H22 1.085, H23 1.088, H24 1.090
19 H -4.243 1.947 1.758  C13 1.091
20 H -3.508 3.406 1.097  C13 1.082
21 H -2.552 1.923 1.212  C13 1.088
22 H -5.152 -0.806 -3.138  C18 1.085
23 H -5.771 -1.299 -1.540  C18 1.088
24 H -4.031 -1.395 -1.889  C18 1.090
25 C 1.380 1.266 -4.903  O26 1.416, H31 1.091, H32 1.091, H33 1.086
26 O 2.036 2.180 -4.043  C25 1.416, C27 1.334
27 C 2.217 1.746 -2.794  O26 1.334, O28 1.196, O29 1.323
28 O 1.858 0.680 -2.387  C27 1.196
29 O 2.833 2.690 -2.103  C27 1.323, C30 1.434
30 C 3.302 2.389 -0.782  O29 1.434, H34 1.086, H35 1.085, H36 1.089
31 H 0.382 1.008 -4.547  C25 1.091
32 H 1.934 0.333 -5.018  C25 1.091
33 H 1.309 1.737 -5.879  C25 1.086
34 H 2.597 1.818 -0.185  C30 1.086
35 H 3.413 3.341 -0.274  C30 1.085
36 H 4.271 1.896 -0.855  C30 1.089
37 C 1.041 -5.126 -0.559  O38 1.428, H43 1.087, H44 1.089, H45 1.087
38 O 2.284 -4.956 0.123  C37 1.428, C39 1.326
39 C 2.672 -5.958 0.899  O38 1.326, O40 1.196, O41 1.331
40 O 2.111 -7.001 1.070  C39 1.196
41 O 3.828 -5.613 1.460  C39 1.331, C42 1.432
42 C 4.269 -6.460 2.527  O41 1.432, H46 1.088, H47 1.089, H48 1.087
43 H 1.197 -5.071 -1.634  C37 1.087
44 H 0.394 -4.318 -0.224  C37 1.089
45 H 0.557 -6.071 -0.326  C37 1.087
46 H 4.772 -7.343 2.139  C42 1.088
47 H 3.439 -6.768 3.161  C42 1.089
48 H 4.949 -5.849 3.115  C42 1.087
49 C -0.136 0.196 1.056  C50 1.519, O54 1.440, H56 1.090, H57 1.085
50 C -0.726 -1.111 1.559  C49 1.519, O51 1.406, F55 1.364, H58 1.090
51 O -0.805 -0.909 2.948  C50 1.406, C52 1.366
52 C -0.079 0.193 3.299  O51 1.366, O53 1.179, O54 1.358
53 O -0.024 0.656 4.383  C52 1.179
54 O 0.575 0.678 2.212  C49 1.440, C52 1.358
55 F 0.057 -2.188 1.264  C50 1.364
56 H -0.900 0.925 0.785  C49 1.090
57 H 0.539 0.060 0.218  C49 1.085
58 H -1.714 -1.319 1.149  C50 1.090

Calculated values
F_max = 1.479 eV/A
SMILES string = O=C1OC[C@@H](F)O1.COC(=O)OC.COC(=O)OC.COC(=O)OC.COC(=O)OC
Net charge = 0
HOMO-LUMO gap = 11.116 eV
Energy relative to the best compared isomer or geometry (same formula, charge and spin) = 0.00 kcal per mole
Electronic energy = -49422.994 eV

natural (NBO) atomic charge list, values in e, 6 entries: number 1, C, carries -0.25; number 2, O, carries -0.51; number 3, C, carries 0.99; number 4, O, carries -0.64; number 5, O, carries -0.50; number 6, C, carries -0.27


# 3
Computed, not measured: an isolated molecule of C5H8O2, with the ωB97M-V functional and the def2-TZVPD basis.

Last columns: bonded neighbours and bond lengths (Å).
Cartesian coordinates (Å):
1 O -2.312 0.236 1.172  C2 1.404, H8 0.960
2 C -1.082 -0.293 0.749  O1 1.404, C3 1.554, C7 1.561, H9 1.104
3 C -0.760 -0.184 -0.767  C2 1.554, C4 1.520, H10 1.100, H11 1.097
4 C 0.666 0.163 -0.372  C3 1.520, C5 1.460, O6 1.408, C7 1.528
5 C 1.886 -0.456 -0.883  C4 1.460, O6 1.428, H12 1.090, H13 1.093
6 O 1.565 0.907 -1.159  C4 1.408, C5 1.428
7 C 0.243 0.469 1.064  C2 1.561, C4 1.528, H14 1.099, H15 1.093
8 H -2.532 0.969 0.593  O1 0.960
9 H -1.022 -1.329 1.126  C2 1.104
10 H -1.240 0.701 -1.210  C3 1.100
11 H -0.925 -1.040 -1.432  C3 1.097
12 H 2.743 -0.618 -0.228  C5 1.090
13 H 1.822 -1.126 -1.744  C5 1.093
14 H 0.069 1.541 1.237  C7 1.099
15 H 0.880 0.059 1.852  C7 1.093

Calculated values
F_max = 0.507 eV/A
SMILES string = O[C@H]1C[C@]2(CO2)C1
Net charge = 0
HOMO-LUMO gap = 10.991 eV
Energy relative to the best compared isomer or geometry (same formula, charge and spin) = 51.79 kcal per mole
Electronic energy = -9407.586 eV

natural (NBO) atomic charge list, values in e, 6 entries: number 1, O, carries -0.70; number 2, C, carries 0.11; number 3, C, carries -0.46; number 4, C, carries 0.20; number 5, C, carries -0.10; number 6, O, carries -0.48


# 4
Computed, not measured: an isolated molecule of C7H8O4 at a distorted geometry, with the ωB97M-V functional and the def2-TZVPD basis.

Last columns: bonded neighbours and bond lengths (Å).
Cartesian coordinates (Å):
1 C 3.277 -0.621 -0.786  H8 0.937, H9 1.044, H10 0.979, O16 1.421
2 C 1.441 -0.214 0.653  C3 1.450, O16 1.395, O17 1.280
3 C 0.266 0.599 0.901  C2 1.450, C4 1.638, H11 1.182, H12 1.321
4 C -0.891 0.476 -0.251  C3 1.638, C7 1.378, H13 1.295, O18 1.340
5 C -2.564 -1.018 -0.025  C6 1.530, O18 1.426, O19 1.139
6 C -3.146 0.395 0.059  C5 1.530, C7 1.414, H14 1.079
7 C -2.014 1.239 -0.014  C4 1.378, C6 1.414, H15 0.883
8 H 3.866 -0.624 -0.058  C1 0.937
9 H 3.790 -0.330 -1.647  C1 1.044
10 H 2.871 -1.491 -0.975  C1 0.979
11 H 0.541 1.748 0.854  C3 1.182
12 H -0.478 0.244 1.934  C3 1.321
13 H -0.266 0.781 -1.344  C4 1.295
14 H -4.189 0.636 0.196  C6 1.079
15 H -2.083 2.114 0.081  C7 0.883
16 O 2.122 0.159 -0.506  C1 1.421, C2 1.395
17 O 1.745 -1.260 1.325  C2 1.280
18 O -1.162 -0.836 -0.211  C4 1.340, C5 1.426
19 O -3.126 -1.995 -0.184  C5 1.139

Calculated values
F_max = 13.867 eV/A
SMILES string = COC(=O)C[C@@H]1C=CC(=O)O1
Net charge = 0
HOMO-LUMO gap = 9.971 eV
Energy relative to the best compared isomer or geometry (same formula, charge and spin) = 108.19 kcal per mole
Electronic energy = -15573.886 eV

natural (NBO) atomic charge list, values in e, 6 entries: number 1, C, carries -0.21; number 2, C, carries 0.75; number 3, C, carries -0.50; number 4, C, carries 0.09; number 5, C, carries 0.75; number 6, C, carries -0.30


# 5
Computed, not measured: a cluster of 2 separate species, C5H13NO in total at a distorted geometry, with the ωB97M-V functional and the def2-TZVPD basis.

Last columns: bonded neighbours and bond lengths (Å).
Cartesian coordinates (Å):
1 C 1.598 -0.673 1.344  C2 1.534, H5 1.085, H6 1.102, H9 1.072
2 C 0.287 -0.034 1.820  C1 1.534, O3 1.212, N4 1.363
3 O 0.296 1.053 2.356  C2 1.212
4 N -0.868 -0.735 1.640  C2 1.363, H7 1.004, H8 0.997
5 H 1.801 -0.190 0.394  C1 1.085
6 H 1.418 -1.739 1.128  C1 1.102
7 H -1.737 -0.514 2.093  N4 1.004
8 H -0.817 -1.583 1.119  N4 0.997
9 H 2.218 -0.736 2.217  C1 1.072
10 C -0.450 0.490 -1.655  C11 1.519, C12 1.565, H13 1.089, H14 1.096
11 C -0.612 -1.017 -1.748  C10 1.519, H15 1.122, H16 1.078, H19 1.097
12 C -0.144 1.162 -3.036  C10 1.565, H17 1.109, H18 1.080, H20 1.087
13 H -1.269 1.003 -1.154  C10 1.089
14 H 0.422 0.890 -1.127  C10 1.096
15 H -1.469 -1.429 -1.152  C11 1.122
16 H 0.262 -1.553 -1.414  C11 1.078
17 H -0.396 0.487 -3.878  C12 1.109
18 H -0.806 1.955 -3.351  C12 1.080
19 H -1.075 -1.466 -2.636  C11 1.097
20 H 0.884 1.514 -3.017  C12 1.087

Calculated values
F_max = 2.909 eV/A
SMILES string = CC(N)=O.CCC
Net charge = 0
HOMO-LUMO gap = 10.503 eV
Energy relative to the best compared isomer or geometry (same formula, charge and spin) = 26.74 kcal per mole
Electronic energy = -8932.851 eV

natural (NBO) atomic charge list, values in e, 6 entries: number 1, C, carries -0.72; number 2, C, carries 0.68; number 3, O, carries -0.62; number 4, N, carries -0.83; number 5, H, carries 0.24; number 6, H, carries 0.20


# 6
Computed, not measured: a cluster of 3 separate species, C3H11NO3 in total at a distorted geometry, with the ωB97M-V functional and the def2-TZVPD basis.

Last columns: bonded neighbours and bond lengths (Å).
Cartesian coordinates (Å):
1 C 1.157 -0.594 1.747  C2 1.543, H6 1.088, H7 1.072, H8 1.092
2 C -0.031 -0.566 0.764  C1 1.543, C3 1.499, H9 1.085, H10 1.084
3 C -0.063 0.692 -0.050  C2 1.499, N4 1.355, O5 1.232
4 N 0.342 1.874 0.474  C3 1.355, H11 1.003, H12 1.005
5 O -0.385 0.671 -1.239  C3 1.232
6 H 2.046 -0.141 1.311  C1 1.088
7 H 0.863 -0.152 2.679  C1 1.072
8 H 1.493 -1.604 1.990  C1 1.092
9 H -0.887 -0.589 1.432  C2 1.085
10 H -0.267 -1.398 0.111  C2 1.084
11 H 0.513 2.092 1.438  N4 1.003
12 H 0.501 2.637 -0.160  N4 1.005
13 H 0.826 -0.752 -2.414  O15 0.961
14 H 1.267 0.248 -3.428  O15 0.960
15 O 1.519 -0.604 -3.063  H13 0.961, H14 0.960
16 H -3.575 -1.036 -0.420  O18 0.968
17 H -2.617 -0.099 -0.972  O18 0.969
18 O -2.702 -0.679 -0.200  H16 0.968, H17 0.969

Calculated values
F_max = 1.641 eV/A
SMILES string = CCC(N)=O.O.O
Net charge = 0
HOMO-LUMO gap = 10.683 eV
Energy relative to the best compared isomer or geometry (same formula, charge and spin) = 13.76 kcal per mole
Electronic energy = -10922.409 eV

natural (NBO) atomic charge list, values in e, 6 entries: number 1, C, carries -0.62; number 2, C, carries -0.52; number 3, C, carries 0.70; number 4, N, carries -0.82; number 5, O, carries -0.68; number 6, H, carries 0.21


Repeat the fifth record exactly.
Computed, not measured: a cluster of 2 separate species, C5H13NO in total at a distorted geometry, with the ωB97M-V functional and the def2-TZVPD basis.

Last columns: bonded neighbours and bond lengths (Å).
Cartesian coordinates (Å):
1 C 1.598 -0.673 1.344  C2 1.534, H5 1.085, H6 1.102, H9 1.072
2 C 0.287 -0.034 1.820  C1 1.534, O3 1.212, N4 1.363
3 O 0.296 1.053 2.356  C2 1.212
4 N -0.868 -0.735 1.640  C2 1.363, H7 1.004, H8 0.997
5 H 1.801 -0.190 0.394  C1 1.085
6 H 1.418 -1.739 1.128  C1 1.102
7 H -1.737 -0.514 2.093  N4 1.004
8 H -0.817 -1.583 1.119  N4 0.997
9 H 2.218 -0.736 2.217  C1 1.072
10 C -0.450 0.490 -1.655  C11 1.519, C12 1.565, H13 1.089, H14 1.096
11 C -0.612 -1.017 -1.748  C10 1.519, H15 1.122, H16 1.078, H19 1.097
12 C -0.144 1.162 -3.036  C10 1.565, H17 1.109, H18 1.080, H20 1.087
13 H -1.269 1.003 -1.154  C10 1.089
14 H 0.422 0.890 -1.127  C10 1.096
15 H -1.469 -1.429 -1.152  C11 1.122
16 H 0.262 -1.553 -1.414  C11 1.078
17 H -0.396 0.487 -3.878  C12 1.109
18 H -0.806 1.955 -3.351  C12 1.080
19 H -1.075 -1.466 -2.636  C11 1.097
20 H 0.884 1.514 -3.017  C12 1.087

Calculated values
F_max = 2.909 eV/A
SMILES string = CC(N)=O.CCC
Net charge = 0
HOMO-LUMO gap = 10.503 eV
Energy relative to the best compared isomer or geometry (same formula, charge and spin) = 26.74 kcal per mole
Electronic energy = -8932.851 eV

natural (NBO) atomic charge list, values in e, 6 entries: number 1, C, carries -0.72; number 2, C, carries 0.68; number 3, O, carries -0.62; number 4, N, carries -0.83; number 5, H, carries 0.24; number 6, H, carries 0.20